[1]
{
  "formula": "C17H18BrIrN2O6Si",
  "method": "wB97M-V/def2-TZVPD",
  "symbols": ["Ir", "O", "C", "O", "C", "C", "C", "C", "C", "N", "C", "O", "O", "H", "H", "H", "H", "Br", "C", "C", "C", "C", "C", "N", "C", "O", "O", "H", "H", "H", "C", "Si", "C", "C", "C", "H", "H", "H", "H", "H", "H", "H", "H", "H", "H", "H"],
  "positions_angstrom": [[-0.06196, -0.29020, -0.30257], [-2.81622, 2.07533, 2.35728], [-1.70174, 1.63321, 1.76263], [-1.16560, 2.17217, 0.83433], [-1.13340, 0.41834, 2.43166], [-1.40580, 0.07110, 3.73641], [-0.61718, -0.90272, 4.35027], [0.46110, -1.43108, 3.66827], [0.64169, -1.06846, 2.34252], [-0.19648, -0.23384, 1.72876], [1.85743, -1.43330, 1.50155], [2.79641, -1.98135, 2.04285], [1.78222, -1.04265, 0.27622], [-3.11500, 2.85143, 1.85904], [-2.18850, 0.58766, 4.27151], [-0.81821, -1.19538, 5.37208], [1.17208, -2.10989, 4.11759], [2.59393, -0.98028, -2.61877], [0.91438, -0.46724, -3.26354], [0.71859, -0.41198, -4.63573], [-0.51726, -0.02931, -5.11976], [-1.51377, 0.31181, -4.22105], [-1.24498, 0.23178, -2.87387], [-0.05222, -0.17458, -2.38811], [-2.29422, 0.62841, -1.85204], [-3.32630, 1.13991, -2.23058], [-1.96415, 0.36244, -0.63465], [1.53485, -0.67134, -5.29230], [-0.69396, 0.01160, -6.18636], [-2.49491, 0.65086, -4.51972], [1.77854, -4.05607, -0.28132], [-0.04954, -3.84821, 0.02051], [-0.91766, -5.12264, -1.05254], [-0.48364, -4.16615, 1.81540], [-0.81237, -2.24286, -0.56652], [2.03705, -5.10062, -0.08734], [2.42262, -3.42219, 0.34019], [2.01460, -3.84783, -1.32822], [-0.61740, -6.13457, -0.76923], [-0.64781, -4.97792, -2.10167], [-2.00489, -5.05882, -0.97327], [-0.22879, -5.18741, 2.10775], [-1.55237, -4.02043, 1.98936], [0.06298, -3.49349, 2.47924], [-1.82786, -2.10636, -0.18214], [-0.88457, -2.33816, -1.65694]],
  "de_lowest_kcal_mol": 7.0,
  "e_lumo_ev": -0.900,
  "homo_lumo_gap_ev": 7.62,
  "total_energy_ha": -4187.50904,
  "homo_energy_ev": -8.518,
  "total_charge": 0
}


[2]
{
  "formula": "C25H25NO5S",
  "method": "wB97M-V/def2-TZVPD",
  "symbols": ["C", "C", "O", "C", "C", "O", "C", "S", "C", "C", "C", "C", "C", "C", "O", "O", "O", "H", "H", "H", "H", "H", "H", "H", "H", "H", "H", "H", "H", "H", "C", "C", "N", "C", "C", "C", "C", "C", "C", "C", "C", "C", "C", "C", "C", "H", "H", "H", "H", "H", "H", "H", "H", "H", "H", "H", "H"],
  "positions_angstrom": [[4.84453, 1.65532, -3.09847], [4.07073, 0.45889, -2.63244], [2.94067, 0.26964, -3.53392], [2.28548, -0.92220, -3.30726], [0.83019, -0.69381, -3.19282], [0.00358, -1.71760, -3.11264], [-0.37700, -2.45758, -4.33608], [0.20738, 1.00084, -3.44319], [-1.55510, 0.67826, -3.24930], [-2.43416, 0.97272, -4.29184], [-3.79567, 0.69842, -4.14079], [-4.26301, 0.13502, -2.95128], [-3.37431, -0.16783, -1.91278], [-2.01554, 0.10160, -2.06804], [0.65598, 1.80343, -2.32043], [0.38739, 1.43403, -4.81366], [2.83631, -2.00801, -3.17610], [5.61658, 1.84581, -2.35334], [5.33665, 1.46370, -4.05444], [4.20400, 2.53678, -3.17414], [4.68061, -0.44961, -2.64704], [3.65409, 0.62871, -1.63313], [-1.00800, -3.25258, -3.94427], [-0.93277, -1.79260, -5.00512], [0.52992, -2.84268, -4.80829], [-2.04327, 1.39276, -5.21602], [-4.47531, 0.93558, -4.96189], [-5.32540, -0.06800, -2.82571], [-3.71933, -0.60342, -0.97174], [-1.31620, -0.11924, -1.26295], [-2.53405, -1.62248, 1.81549], [-2.08441, -0.28340, 2.21284], [-1.05798, -0.07596, 3.01924], [-0.64652, 1.20848, 3.46262], [-1.20379, 2.44343, 3.19255], [-0.58975, 3.57162, 3.77515], [0.54677, 3.42920, 4.59604], [1.09525, 2.16796, 4.85769], [0.48636, 1.05471, 4.28459], [0.78791, -0.34542, 4.35918], [-0.16644, -1.04516, 3.58209], [-0.11769, -2.42505, 3.47507], [0.90582, -3.10881, 4.16132], [1.85307, -2.41258, 4.93056], [1.79957, -1.01929, 5.03366], [-3.43435, -1.47815, 1.20425], [-1.79800, -2.14984, 1.19136], [-2.80805, -2.27582, 2.65757], [-2.64898, 0.59753, 1.91848], [-2.08087, 2.50825, 2.55321], [-0.99229, 4.56946, 3.59366], [1.00626, 4.31661, 5.03496], [1.97111, 2.00834, 5.48490], [-0.84884, -2.95901, 2.87983], [0.96732, -4.19618, 4.09718], [2.63659, -2.96437, 5.45183], [2.50694, -0.43043, 5.61384]],
  "de_lowest_kcal_mol": 143.7,
  "e_lumo_ev": -3.104,
  "homo_lumo_gap_ev": 1.67,
  "total_energy_ha": -1796.60762,
  "homo_energy_ev": -4.773,
  "total_charge": 0
}


[3]
{
  "formula": "C5H6S2",
  "method": "wB97M-V/def2-TZVPD",
  "symbols": ["S", "C", "C", "C", "C", "C", "S", "H", "H", "H", "H", "H", "H"],
  "positions_angstrom": [[2.49999, -0.61930, 2.43032], [1.16867, -0.94357, 1.52741], [0.72625, -0.40618, 0.29553], [-0.18748, -1.33298, -0.63223], [-0.75634, -0.23122, -0.35905], [-1.52270, 0.98777, -0.62430], [-0.27866, 2.15379, -1.58427], [0.57840, -1.81863, 2.00235], [1.49029, 0.27451, -0.27213], [-0.07899, -2.17979, -1.28428], [-2.36501, 0.70642, -1.24605], [-1.78605, 1.42502, 0.31079], [0.51163, 1.98416, -0.56409]],
  "smiles": "S=C[C@H]1C=C1CS",
  "de_lowest_kcal_mol": 76.4,
  "e_lumo_ev": 0.055,
  "homo_lumo_gap_ev": 8.37,
  "total_energy_ha": -990.34326,
  "homo_energy_ev": -8.318,
  "total_charge": 0
}


[4]
{
  "formula": "C3H8N2OS",
  "method": "wB97M-V/def2-TZVPD",
  "symbols": ["C", "C", "N", "N", "S", "C", "O", "H", "H", "H", "H", "H", "H", "H", "H"],
  "positions_angstrom": [[1.94521, -0.37996, 0.44442], [1.26771, 0.77382, -0.24862], [-0.02906, 0.28894, -0.77237], [-1.12761, 0.08661, 0.08102], [-2.27839, 1.58716, 0.25458], [-1.77707, -1.10557, 0.05627], [-2.97161, -1.25000, 0.21896], [2.54676, -0.99092, -0.29019], [2.67474, 0.08969, 1.09996], [1.26479, -0.93326, 1.03982], [1.08441, 1.62922, 0.33085], [1.76928, 0.99181, -1.16046], [-0.17135, 0.17153, -1.75266], [-3.30996, 0.95268, 0.85663], [-0.88786, -1.91176, -0.15820]],
  "smiles": "CCNN(S)C=O",
  "de_lowest_kcal_mol": 74.3,
  "e_lumo_ev": 0.498,
  "homo_lumo_gap_ev": 9.55,
  "total_energy_ha": -701.95906,
  "homo_energy_ev": -9.055,
  "total_charge": 0
}


[5]
{
  "formula": "C3H3KLiO4",
  "method": "wB97M-V/def2-TZVPD",
  "symbols": ["H", "O", "O", "C", "C", "H", "H", "O", "C", "O", "Li", "K"],
  "positions_angstrom": [[0.86891, 2.42628, 2.43448], [-0.29278, 2.21249, 0.70436], [0.40757, -0.36443, 1.13396], [0.83412, 1.96472, 1.41252], [1.09168, 0.50880, 1.66324], [1.78450, 2.33099, 0.94070], [1.94227, 0.22927, 2.31966], [-0.41421, -3.19752, -3.00696], [-0.60930, -2.48058, -2.02894], [-1.59609, -1.73583, -1.81662], [-2.25974, -2.38079, -3.63230], [-1.75694, 0.48658, -0.12410]],
  "de_lowest_kcal_mol": 28.8,
  "e_lumo_ev": [-1.216, -1.613],
  "homo_lumo_gap_ev": [5.71, 5.32],
  "spin_multiplicity": 2,
  "total_energy_ha": -1024.53377,
  "homo_energy_ev": [-6.931, -6.931],
  "total_charge": 0
}


[6]
{
  "formula": "C23H39N3O",
  "method": "wB97M-V/def2-TZVPD",
  "symbols": ["C", "N", "C", "C", "C", "C", "C", "C", "C", "C", "C", "N", "C", "C", "C", "O", "N", "C", "C", "C", "C", "C", "C", "C", "C", "C", "C", "H", "H", "H", "H", "H", "H", "H", "H", "H", "H", "H", "H", "H", "H", "H", "H", "H", "H", "H", "H", "H", "H", "H", "H", "H", "H", "H", "H", "H", "H", "H", "H", "H", "H", "H", "H", "H", "H", "H"],
  "positions_angstrom": [[3.24204, 1.81913, 1.76239], [2.37034, 0.93211, 1.02077], [1.73843, 1.57890, -0.11718], [1.14812, 0.55348, -1.10342], [0.40337, 1.30012, -2.22139], [-0.14666, 0.35840, -3.29617], [-1.21444, 1.06002, -4.13774], [-1.79194, 0.11585, -5.18801], [-0.68784, -0.41536, -6.09576], [0.38383, -1.11433, -5.26604], [0.95545, -0.16348, -4.21840], [0.23564, -0.40434, -0.50455], [0.83335, -1.64726, -0.06096], [-0.21454, -2.47525, 0.69384], [-1.36000, -2.84955, -0.24828], [-2.30180, -3.62444, 0.46927], [-0.76387, -1.69645, 1.79132], [0.03026, -1.68714, 3.00435], [-0.58011, -0.71143, 3.99835], [-0.48555, 0.71255, 3.55700], [-1.32066, 1.18485, 2.54983], [-1.22739, 2.49583, 2.11781], [-0.30832, 3.35624, 2.69537], [0.52773, 2.89353, 3.69702], [0.44654, 1.57707, 4.11761], [-0.51088, -1.03187, 5.46193], [-1.81592, -1.15369, 4.73273], [3.62282, 1.29061, 2.63476], [4.08447, 2.09338, 1.12592], [2.74578, 2.74112, 2.09850], [1.64363, 0.58923, 1.64371], [0.94632, 2.28166, 0.19515], [2.50661, 2.15496, -0.64140], [1.97870, -0.01255, -1.53543], [-0.43079, 1.83737, -1.76461], [1.06964, 2.03615, -2.67551], [-0.60491, -0.49000, -2.77874], [-2.01568, 1.42161, -3.48947], [-0.77053, 1.92658, -4.63437], [-2.54536, 0.63713, -5.78315], [-2.28194, -0.72270, -4.68749], [-1.10667, -1.10888, -6.82853], [-0.23707, 0.41645, -6.64212], [1.18347, -1.47391, -5.91776], [-0.05459, -1.98055, -4.76484], [1.71633, -0.68204, -3.63362], [1.43574, 0.68042, -4.72036], [-0.27255, 0.01004, 0.27131], [1.16168, -2.20406, -0.94559], [1.71363, -1.49475, 0.58114], [0.25420, -3.40984, 1.05281], [-1.81656, -1.92622, -0.62311], [-0.95882, -3.41866, -1.09642], [-3.02727, -3.85289, -0.11961], [-1.68697, -2.06208, 2.00743], [0.10620, -2.68773, 3.46631], [1.04550, -1.36292, 2.75194], [-2.04000, 0.51390, 2.10697], [-1.87817, 2.85047, 1.33107], [-0.24161, 4.38254, 2.36387], [1.24626, 3.55964, 4.15338], [1.11263, 1.21730, 4.88881], [-0.00684, -1.93701, 5.76685], [-0.39953, -0.21651, 6.16068], [-2.20259, -2.14291, 4.53714], [-2.58030, -0.41784, 4.93270]],
  "smiles": "CNC[C@H](CC1CCCCC1)NC[C@H](CO)NCC1(c2ccccc2)CC1",
  "de_lowest_kcal_mol": 0.0,
  "e_lumo_ev": 0.702,
  "homo_lumo_gap_ev": 8.78,
  "total_energy_ha": -1139.28230,
  "homo_energy_ev": -8.075,
  "total_charge": 0
}


[7]
{
  "formula": "C20H31As2HfN6O11P2S",
  "method": "wB97M-V/def2-TZVPD",
  "symbols": ["Hf", "C", "As", "C", "C", "C", "C", "C", "C", "C", "As", "C", "C", "H", "H", "H", "H", "H", "H", "H", "H", "H", "H", "H", "H", "H", "H", "H", "H", "O", "P", "O", "O", "O", "P", "O", "O", "O", "H", "H", "N", "C", "N", "C", "N", "C", "C", "S", "O", "O", "C", "C", "N", "C", "N", "C", "C", "N", "O", "O", "C", "H", "H", "H", "H", "H", "H", "H", "H", "H", "H", "H", "H", "H"],
  "positions_angstrom": [[-0.21049, 1.69292, 0.99074], [-2.02571, 0.49373, 4.50509], [-0.26015, 0.98400, 3.85908], [0.34617, 2.22919, 5.20486], [0.73575, -0.64599, 4.11445], [1.55367, -0.87286, 5.21319], [2.24308, -2.07212, 5.33148], [2.10842, -3.04701, 4.35757], [1.30004, -2.82072, 3.25200], [0.61863, -1.61678, 3.11556], [-0.41875, -1.25606, 1.51143], [-2.00352, -2.37344, 1.70643], [0.57107, -2.24125, 0.17579], [-1.94437, 0.01599, 5.47966], [-2.50046, -0.18861, 3.80618], [-2.64524, 1.38596, 4.58503], [0.20271, 1.80211, 6.19607], [-0.23939, 3.14221, 5.12082], [1.39575, 2.46705, 5.04572], [1.66494, -0.12021, 5.98384], [2.88534, -2.24119, 6.18554], [2.64083, -3.98431, 4.45053], [1.22377, -3.59202, 2.49670], [-1.69210, -3.33842, 2.10324], [-2.45905, -2.52654, 0.72871], [-2.73765, -1.93291, 2.37424], [0.51342, -3.30552, 0.39648], [1.60862, -1.91348, 0.19625], [0.15281, -2.06156, -0.81065], [-2.15954, 3.15182, -1.16483], [-0.92508, 4.15684, -0.92175], [-0.74635, 5.10456, -2.00343], [0.16795, 3.16979, -0.47643], [-1.35478, 4.87300, 0.51086], [-1.27407, 4.03753, 1.85758], [-1.98362, 4.90095, 2.93615], [0.15670, 3.62211, 2.12128], [-1.99263, 2.68845, 1.66919], [-2.91808, 3.61845, -1.54056], [-1.81567, 5.85292, 2.93077], [5.90438, 2.87734, 1.34961], [4.92698, 2.40258, 1.73378], [3.83614, 1.83753, 2.23533], [2.81679, 1.46121, 1.65710], [1.78771, 1.03768, 1.21493], [0.31311, -4.60003, -5.20676], [0.93329, -3.22396, -5.41018], [0.08619, -2.01744, -4.41009], [-1.33629, -2.19474, -4.54582], [0.66720, -2.01862, -3.08441], [0.48768, -0.43270, -5.13692], [-0.47703, 0.64905, -4.64506], [-0.81466, 0.56912, -3.21793], [0.02763, 0.82311, -2.19825], [-0.57210, 0.58653, -1.03048], [-1.83259, 0.12263, -1.31191], [-1.98840, 0.10834, -2.65230], [-3.21153, -0.21453, -3.34228], [-4.03740, -0.80762, -2.68356], [-3.35443, 0.17907, -4.48182], [1.44054, 1.22743, -2.38489], [0.86762, -5.32508, -5.79982], [-0.72812, -4.60710, -5.52087], [0.36439, -4.90458, -4.16193], [0.86122, -2.89626, -6.44846], [1.97795, -3.19747, -5.10062], [0.36230, -0.51363, -6.21716], [1.53377, -0.22166, -4.91871], [-1.41487, 0.57733, -5.18153], [-0.05146, 1.63232, -4.83972], [-2.56637, -0.12588, -0.56372], [1.54292, 1.94191, -3.20188], [2.03895, 0.34089, -2.60613], [1.82548, 1.68866, -1.48242]],
  "de_lowest_kcal_mol": 12.7,
  "e_lumo_ev": -3.094,
  "homo_lumo_gap_ev": 8.78,
  "total_energy_ha": -7537.48461,
  "homo_energy_ev": -11.874,
  "total_charge": 1
}


[8]
{
  "formula": "C21H29N5OS",
  "method": "wB97M-V/def2-TZVPD",
  "symbols": ["C", "C", "O", "C", "C", "C", "N", "C", "N", "H", "C", "H", "H", "C", "H", "H", "C", "N", "C", "N", "C", "C", "C", "C", "C", "C", "C", "C", "C", "N", "H", "H", "C", "H", "H", "H", "H", "C", "H", "H", "H", "H", "H", "H", "S", "H", "H", "H", "H", "H", "H", "H", "H", "H", "H", "H", "H"],
  "positions_angstrom": [[-1.06847, 3.91806, -3.35342], [-1.35428, 4.09275, -1.91556], [-0.28282, 3.40552, -1.10283], [-0.45523, 3.74002, 0.17997], [0.63597, 3.00924, 0.69029], [2.03930, 3.75765, 0.41502], [2.98051, 2.85385, 0.19737], [3.13471, 1.74561, -0.95507], [2.20511, 1.94899, -1.89277], [1.30745, 2.56875, -1.65195], [2.15805, 1.12006, -2.86057], [3.05928, 0.54659, -3.15035], [1.68544, 1.67164, -3.99652], [0.84128, 0.11725, -2.71825], [0.51207, -0.25727, -3.90310], [-0.08938, 0.78944, -2.28788], [0.94021, -1.09935, -2.00662], [1.28187, -0.73906, -0.57105], [0.75312, -1.58180, 0.45995], [-0.26839, -2.20507, 0.21660], [-0.89975, -2.93637, 1.00714], [-1.88547, -3.67702, 0.85424], [-2.54500, -4.49786, 1.82971], [-2.33132, -4.18266, 3.22934], [-1.14079, -3.59438, 3.35763], [-0.66490, -2.79452, 2.51346], [0.18735, -1.76036, 2.69772], [1.15345, -1.20557, 1.85088], [1.93414, -0.00667, 2.10494], [2.63134, 0.73094, 2.36693], [0.69000, -1.62417, 3.84352], [-1.09294, -3.30309, 4.37516], [-3.09661, -5.12383, 4.17131], [-2.88919, -4.81710, 5.04030], [-3.00237, -6.13311, 3.93160], [-4.03531, -4.95096, 4.17452], [-3.34719, -5.34521, 1.35255], [-2.33648, -3.91076, -0.49827], [-3.02757, -4.76610, -0.81034], [-2.42781, -2.99074, -1.08476], [-1.52563, -4.37608, -1.10540], [2.26874, -0.14405, -0.22265], [1.99136, -1.50926, -2.44204], [0.16040, -1.74382, -2.09061], [4.34091, 0.63153, -1.00285], [3.54281, 2.21576, 0.98303], [1.83103, 4.24380, -0.44938], [2.31615, 4.26340, 1.23174], [0.81042, 1.93283, 0.60033], [0.71916, 3.28751, 1.97643], [-1.32761, 3.34929, 0.56169], [-0.33913, 4.82033, 0.38893], [-2.27690, 3.64793, -1.64417], [-1.37047, 5.31764, -1.73082], [-1.90242, 4.39288, -3.95550], [-0.03343, 4.32754, -3.49426], [-1.09476, 2.82948, -3.70534]],
  "de_lowest_kcal_mol": 392.9,
  "e_lumo_ev": -0.419,
  "homo_lumo_gap_ev": 7.42,
  "total_energy_ha": -1564.24496,
  "homo_energy_ev": -7.836,
  "total_charge": 0
}